Below is C21H34N2O6S3SiSn as an isolated structure, with properties calculated with the ωB97M-V functional and the def2-TZVPD basis.

Structure (XYZ):
```
68
Properties=species:S:1:pos:R:3
Sn 0.2117 -0.0150 0.2354
C 1.8527 1.8251 4.4165
C 1.1618 0.9135 3.4152
S 2.0637 0.6683 1.9181
C -0.0477 0.3872 3.6626
C -0.8025 0.6718 4.9404
S -0.9426 -0.6290 2.5334
H 2.7564 2.2400 3.9730
H 2.1399 1.2880 5.3268
H 1.2075 2.6596 4.7096
H -0.1768 1.1355 5.7051
H -1.2146 -0.2566 5.3449
H -1.6502 1.3358 4.7350
C 0.8831 -2.0342 0.1748
H 1.9119 -2.0107 -0.1738
H 0.2582 -2.5762 -0.5298
H 0.8026 -2.4079 1.1909
O -1.2560 -0.4353 -5.9149
S -2.0243 0.0967 -4.8190
O -2.6409 1.3851 -5.0502
N -1.2401 0.0685 -3.4187
C -1.8063 -0.7579 -2.5401
O -1.5143 -0.9382 -1.3460
C -2.9888 -1.5123 -3.1081
C -3.7512 -2.4824 -2.4845
C -4.8414 -2.9996 -3.1757
C -5.1582 -2.5387 -4.4538
C -4.3779 -1.5697 -5.0762
C -3.2885 -1.0841 -4.3805
H -3.4871 -2.8111 -1.4871
H -5.4586 -3.7641 -2.7182
H -6.0216 -2.9444 -4.9688
H -4.6178 -1.2085 -6.0684
C -2.5214 2.1430 -1.5039
Si -1.0193 2.3915 -0.4095
C 0.2455 3.5275 -1.3184
C -0.3680 4.8970 -1.6338
C 1.5288 3.7128 -0.5024
C 0.6074 2.8845 -2.6636
C -1.7827 3.1803 1.1905
C -0.7359 3.4982 2.2572
C -2.7966 2.1754 1.7473
C -2.5571 4.4746 0.8993
H -3.2374 2.9566 -1.3682
H -3.0195 1.1985 -1.2709
H -2.2379 2.1069 -2.5571
H -0.5751 5.4809 -0.7383
H -1.2962 4.7991 -2.2065
H 0.3408 5.4726 -2.2449
H 1.3540 4.2365 0.4378
H 2.2507 4.3003 -1.0875
H 1.9938 2.7549 -0.2650
H -0.2705 2.7432 -3.2996
H 1.0812 1.9171 -2.5421
H 1.3104 3.5433 -3.1939
H -0.1032 2.6397 2.4702
H -1.2335 3.7938 3.1940
H -0.0929 4.3264 1.9517
H -2.3297 1.2341 2.0325
H -3.5784 1.9518 1.0136
H -3.2813 2.5979 2.6406
H -1.9165 5.2736 0.5333
H -3.0211 4.8251 1.8322
H -3.3577 4.3253 0.1712
O 2.8507 -0.3409 -3.3939
N 1.9701 -0.6239 -2.5826
O 1.3006 -1.6478 -2.6639
O 1.7631 0.2081 -1.6177
```

Output
Relative energy (zero: lowest compared OMol25 entry of this formula, charge and spin) = 15.7 kcal per mole
Net charge = -2
Gap between HOMO and LUMO = 5.90 eV

Atom charges from the Löwdin analysis, given in e for atoms 1 to 8: 0.85 -0.16 -0.82 0.53 -0.80 -0.15 0.53 0.04


Below is one molecule with the formula C21H34N4O3S, with properties calculated with the ωB97M-V functional and the def2-TZVPD basis.

Structure (XYZ):
```
63
Properties=species:S:1:pos:R:3
C -3.2239 -0.1966 5.5570
C -1.9228 0.0589 6.3055
O -0.8256 0.2172 5.4111
C -0.6852 1.4513 4.8660
O -1.4104 2.3847 5.1230
N 0.3858 1.5255 4.0440
C 1.1440 0.3821 3.5931
C 0.7790 0.0415 2.1461
C 1.0054 1.2740 1.2660
N 0.7122 1.0047 -0.1326
C -0.6115 0.5224 -0.4666
C -0.6863 -1.0126 -0.6440
N -1.5315 -1.6060 0.3800
C -1.2180 -3.0016 0.6087
C -2.9382 -1.4373 0.0757
C 1.6639 1.1995 -1.0865
S 3.1250 1.8977 -0.7314
N 1.3358 0.7696 -2.3329
C 2.0098 0.8796 -3.5491
C 2.9424 1.8556 -3.8606
C 3.5254 1.8886 -5.1169
C 3.1739 0.9577 -6.0725
C 2.2245 -0.0139 -5.7858
C 1.6376 -0.0595 -4.5352
O 0.6790 -0.9676 -4.1464
C 0.2564 -1.9483 -5.0721
C -0.7917 -2.8113 -4.3860
C 0.2136 2.4712 1.8030
C 0.6003 2.7223 3.2608
H -3.4799 0.6756 4.9608
H -3.1178 -1.0579 4.9011
H -4.0236 -0.3852 6.2676
H -1.6539 -0.7952 6.9313
H -2.0149 0.9588 6.9222
H 0.9414 -0.4616 4.2505
H 2.2084 0.6355 3.6547
H 1.4105 -0.7775 1.7995
H -0.2610 -0.2843 2.0988
H 2.0696 1.5342 1.3005
H -1.2696 0.7951 0.3573
H -0.9708 1.0425 -1.3603
H 0.3189 -1.4249 -0.5303
H -1.0460 -1.2728 -1.6545
H -0.1750 -3.0933 0.9072
H -1.3899 -3.6293 -0.2795
H -1.8423 -3.3742 1.4192
H -3.5292 -1.7963 0.9167
H -3.2409 -1.9913 -0.8273
H -3.1605 -0.3832 -0.0772
H 0.5802 0.1015 -2.4011
H 3.2175 2.5845 -3.1184
H 4.2552 2.6505 -5.3418
H 3.6287 0.9779 -7.0511
H 1.9558 -0.7294 -6.5469
H 1.1105 -2.5656 -5.3809
H -0.1721 -1.4673 -5.9620
H -1.6475 -2.2047 -4.0990
H -0.3701 -3.2701 -3.4949
H -1.1251 -3.5923 -5.0628
H -0.8602 2.2805 1.7586
H 0.4342 3.3547 1.2033
H -0.0075 3.5191 3.6915
H 1.6578 2.9970 3.3258
```

Output
Relative energy (zero: lowest compared OMol25 entry of this formula, charge and spin) = 2.1 kcal per mole
Gap between HOMO and LUMO = 8.39 eV
SMILES string = CCOC(=O)N1CCC(N(CCN(C)C)C(=S)Nc2ccccc2OCC)CC1

Atom charges from the Löwdin analysis, given in e for atoms 1 to 8: -0.06 -0.22 -0.01 -0.54 0.09 -0.04 -0.12 -0.10


- Which of these has the lowest gap between HOMO and LUMO?
  C21H34N2O6S3SiSn


- The lowest relative energy (zero: lowest compared OMol25 entry of this formula, charge and spin) belongs to which entry?
  C21H34N4O3S


- What is the gap between HOMO and LUMO in the first record?
  5.90 eV